--- P ---
ORCA calculation (wB97M-V/def2-TZVPD) on a cluster of 2 separate species, C2H7S2 in total.

HOMO-LUMO gap in hartree: 0.213

ORCA input file:
```
! RIJCOSX wB97M-V def2-TZVPD def2/J DEFGRID3
* xyz -1 1
S 1.174 -3.376 0.769
H 0.319 -2.928 1.609
C 0.851 -0.425 -0.734
S -0.301 0.894 -1.264
C -1.197 1.720 0.122
H 1.631 -0.813 -1.593
H 1.398 0.215 0.028
H 0.217 -1.174 -0.178
H -2.204 1.402 0.238
H -1.151 2.877 -0.137
H -0.738 1.608 1.141
*
```

=====

--- Q ---
ORCA calculation (wB97M-V/def2-TZVPD) on a cluster of 2 separate species, C2H7S2 in total.

HOMO-LUMO gap in hartree: 0.227

ORCA input file:
```
! RIJCOSX wB97M-V def2-TZVPD def2/J DEFGRID3
* xyz -1 1
S 0.624 -2.842 -0.746
H -0.089 -2.315 -1.805
C 0.936 0.522 0.416
C -0.493 1.130 0.119
S -1.847 0.091 0.987
H 1.267 0.786 1.405
H 0.820 -0.542 0.235
H 1.776 0.701 -0.218
H -0.879 1.194 -1.014
H -0.302 2.246 0.395
H -1.812 -0.970 0.226
*
```

=====

--- R ---
ORCA calculation (wB97M-V/def2-TZVPD) on a structure of composition C2H7S2.

HOMO-LUMO gap in hartree: 0.255

ORCA input file:
```
! RIJCOSX wB97M-V def2-TZVPD def2/J DEFGRID3
* xyz -1 1
S -1.044 2.068 -0.050
H -1.183 2.201 1.280
C 2.097 -0.529 -0.190
C 1.027 -1.566 -0.539
S -0.559 -1.217 0.349
H 1.816 0.468 -0.518
H 3.088 -0.843 -0.536
H 2.187 -0.422 0.896
H 0.829 -1.478 -1.606
H 1.369 -2.561 -0.265
H -0.741 0.537 0.157
*
```

=====

Stability, lowest: P

=====

--- P ---
ORCA calculation (wB97M-V/def2-TZVPD) on the molecule C3H12N4.

HOMO-LUMO gap in hartree: 0.239

ORCA input file:
```
! RIJCOSX wB97M-V def2-TZVPD def2/J DEFGRID3
* xyz 0 1
C -1.272 -0.691 -0.726
C -1.579 -0.982 0.718
N 0.484 -0.817 -1.186
H 0.524 -0.731 -2.196
H 0.940 -1.672 -0.882
H -1.685 0.236 -1.100
H -1.591 -1.522 -1.358
H -2.584 -1.409 0.814
H -0.898 -1.725 1.136
H -1.524 -0.076 1.317
N 0.180 2.229 0.464
N 1.696 -0.152 0.888
C 1.488 0.475 -0.397
N 0.671 1.531 -0.647
H -0.344 3.025 0.126
H -0.374 1.628 1.081
H 2.527 0.173 1.362
H 0.878 -0.092 1.481
H 2.462 0.571 -0.893
*
```

=====

--- Q ---
ORCA calculation (wB97M-V/def2-TZVPD) on the molecule C3H12N4.

SMILES: CC[C@H](N)N(N)N
HOMO-LUMO gap in hartree: 0.366

ORCA input file:
```
! RIJCOSX wB97M-V def2-TZVPD def2/J DEFGRID3
* xyz 0 1
C 2.158 -0.911 -0.393
C 1.485 0.273 0.262
C -0.063 0.586 -0.383
N -0.626 1.793 0.140
N -0.740 -0.606 -0.058
N -0.985 -0.741 1.306
N -2.106 -0.369 -0.971
H 1.601 -1.821 -0.184
H 3.179 -1.026 -0.027
H 2.207 -0.783 -1.474
H 2.014 1.207 0.069
H 1.366 0.141 1.334
H 0.089 0.609 -1.466
H -1.249 2.233 -0.524
H -0.099 2.297 0.837
H -1.422 -1.638 1.478
H -1.560 0.015 1.681
H -2.850 0.049 -0.406
H -2.399 -1.311 -1.221
*
```

=====

Stability, lowest: P

=====

--- P ---
ORCA calculation (wB97M-V/def2-TZVPD) on the ion C5H6N with charge +1.

SMILES: C[N+]1=C2[C@@H]3C[C@]231
HOMO-LUMO gap (spin up / spin down) in hartree: 0.327 / 0.327

ORCA input file:
```
! RIJCOSX wB97M-V def2-TZVPD def2/J DEFGRID3
* xyz 1 1
C -2.163 -0.004 -0.020
N -0.627 -0.186 -0.004
C 0.207 -1.046 0.412
C 1.462 -0.703 -0.319
C 1.721 0.707 0.268
C 0.557 0.391 -0.600
H -2.593 -0.972 0.201
H -2.420 0.368 -1.007
H -2.420 0.729 0.743
H 2.122 -1.384 -0.818
H 1.619 0.847 1.337
H 2.534 1.252 -0.192
*
```

=====

--- Q ---
ORCA calculation (wB97M-V/def2-TZVPD) on a structure of composition C5H6N.

HOMO-LUMO gap (spin up / spin down) in hartree: 0.323 / 0.323

ORCA input file:
```
! RIJCOSX wB97M-V def2-TZVPD def2/J DEFGRID3
* xyz 1 1
C 1.282 1.400 -1.015
C 0.980 0.229 -1.484
C -0.067 -0.018 0.305
C 0.038 -0.793 -0.949
C -0.896 -0.311 1.465
N 0.615 1.032 0.165
H 1.780 2.325 -1.201
H -0.737 -0.938 -1.686
H 0.466 -1.762 -0.781
H -0.705 -1.013 2.148
H -1.716 -0.749 0.909
H -1.040 0.597 2.124
*
```

=====

Stability, lowest: P

=====

--- P ---
ORCA calculation (wB97M-V/def2-TZVPD) on a cluster of 2 separate species, C3H9NS2 in total.

SMILES: C=NC.CSS
HOMO-LUMO gap in hartree: 0.317

ORCA input file:
```
! RIJCOSX wB97M-V def2-TZVPD def2/J DEFGRID3
* xyz 0 1
C -0.441 0.613 -2.332
N 0.159 -0.463 -2.606
C -0.542 -1.714 -2.195
H -0.237 1.555 -2.845
H -1.334 0.615 -1.695
H -1.139 -1.987 -3.062
H 0.289 -2.352 -1.903
H -1.266 -1.513 -1.401
C -1.313 1.339 1.158
S 0.554 1.030 0.961
S 0.565 -0.834 1.751
H -1.615 0.295 1.102
H -1.551 1.676 2.160
H -1.640 1.877 0.279
H 1.918 -0.936 1.718
*
```

=====

--- Q ---
ORCA calculation (wB97M-V/def2-TZVPD) on a cluster of 2 separate species, C3H9NS2 in total.

HOMO-LUMO gap in hartree: 0.132

ORCA input file:
```
! RIJCOSX wB97M-V def2-TZVPD def2/J DEFGRID3
* xyz 0 1
N 0.527 -0.120 1.340
C -0.544 0.409 0.500
C -0.012 1.412 -0.550
C -1.330 -0.752 -0.107
S -2.593 -1.322 1.009
S 2.152 -1.053 -1.070
H 1.225 -0.662 0.782
H 0.975 0.497 1.999
H -1.223 0.882 1.256
H 0.606 2.145 -0.124
H -0.870 1.934 -1.075
H 0.599 0.865 -1.238
H -0.635 -1.600 -0.362
H -1.806 -0.562 -1.044
H 2.926 -2.073 -1.316
*
```

=====

--- R ---
ORCA calculation (wB97M-V/def2-TZVPD) on the molecule C3H9NS2.

SMILES: CNCCSS
HOMO-LUMO gap in hartree: 0.333

ORCA input file:
```
! RIJCOSX wB97M-V def2-TZVPD def2/J DEFGRID3
* xyz 0 1
C 2.116 0.327 2.201
N 1.038 0.624 1.249
C 1.342 0.637 -0.149
C 0.123 1.130 -0.959
S -1.449 0.412 -0.549
S -1.022 -1.673 -0.676
H 3.120 0.514 1.835
H 1.988 1.039 3.022
H 1.944 -0.653 2.643
H 0.257 0.006 1.419
H 1.802 -0.246 -0.628
H 2.147 1.376 -0.302
H 0.077 2.192 -0.674
H 0.278 1.217 -2.035
H -0.774 -1.700 -1.984
*
```

=====

Stability, lowest: Q

=====

--- P ---
ORCA calculation (wB97M-V/def2-TZVPD) on the molecule C3H9NS2.

SMILES: CNCCSS
HOMO-LUMO gap in hartree: 0.324

ORCA input file:
```
! RIJCOSX wB97M-V def2-TZVPD def2/J DEFGRID3
* xyz 0 1
C -0.516 -2.066 0.748
N 0.774 -1.337 0.577
C 0.802 -0.086 -0.149
C -0.491 0.772 -0.024
S 0.169 2.594 0.254
S 0.192 3.220 -1.715
H -1.321 -1.381 0.655
H -0.593 -2.492 1.676
H -0.459 -2.918 0.062
H 1.483 -2.084 0.270
H 1.685 0.485 0.188
H 0.940 -0.354 -1.208
H -1.109 0.764 0.905
H -1.130 0.583 -0.920
H -0.426 4.300 -1.320
*
```

=====

--- Q ---
ORCA calculation (wB97M-V/def2-TZVPD) on the molecule C3H9NS2.

SMILES: NCCCSS
HOMO-LUMO gap in hartree: 0.278

ORCA input file:
```
! RIJCOSX wB97M-V def2-TZVPD def2/J DEFGRID3
* xyz 0 1
N 2.470 0.093 -0.644
C 1.190 0.001 0.060
C 0.090 -0.477 -0.867
C -1.279 0.062 -0.408
S -1.456 -0.297 1.325
S -3.252 1.307 1.831
H 3.219 0.224 0.029
H 2.769 -0.715 -1.173
H 0.990 0.960 0.491
H 1.259 -0.749 0.891
H 0.121 -1.571 -0.857
H 0.205 -0.199 -1.939
H -2.036 -0.517 -1.021
H -1.439 1.089 -0.710
H -2.851 0.790 2.992
*
```

=====

--- R ---
ORCA calculation (wB97M-V/def2-TZVPD) on a cluster of 2 separate species, C3H9NS2 in total.

SMILES: C=CN.CSS
HOMO-LUMO gap in hartree: 0.341

ORCA input file:
```
! RIJCOSX wB97M-V def2-TZVPD def2/J DEFGRID3
* xyz 0 1
C -0.787 1.226 0.860
C -1.685 0.703 0.030
N -2.399 -0.499 0.278
H -0.721 0.633 1.773
H -0.497 2.260 0.835
H -2.131 1.292 -0.761
H -1.810 -1.117 0.835
H -2.556 -1.011 -0.584
C 1.660 -0.420 -1.397
S 2.619 0.429 -0.134
S 2.527 -0.915 1.420
H 0.635 -0.550 -1.083
H 2.175 -1.380 -1.501
H 1.732 0.042 -2.379
H 1.237 -0.693 1.809
*
```

=====

Stability, lowest: P